Here is 2 unconnected molecules or ions with the total composition C3H7N2 from the Open Molecules 2025 dataset. Energies are from ωB97M-V with the def2-TZVPD basis set.

Cartesian coordinates (Å):
C 0.366 -1.966 -1.389
C -0.191 1.663 1.216
C 0.290 -0.484 -1.252
N 0.576 -0.878 -2.437
N -0.520 1.271 2.433
H 1.188 -2.522 -1.192
H -0.634 -2.456 -1.338
H -0.415 2.626 0.806
H -0.004 1.005 0.433
H 0.639 -0.440 -3.313
H -0.379 0.358 2.792
H -0.915 1.823 3.242

Cartesian forces, eV/Å:
C -3.3 1.4 -2.1
C -2.6 0.0 3.4
C 0.6 1.2 0.1
N -0.7 -1.2 3.3
N 0.2 2.3 -1.0
H 2.4 -1.5 0.7
H 1.0 0.1 -0.4
H 0.0 1.0 0.8
H 1.3 -2.2 -1.1
H 0.0 0.1 -1.5
H 0.4 -1.4 -0.5
H 0.6 0.2 -1.7

Properties
net charge = +1
multiplicity = 1
largest force on an atom = 4.29 eV Å⁻¹
ΔE to the lowest compared entry with this formula, charge and spin = 103.2 kcal per mole
HOMO level = -12.82 eV
DFT total energy = -227.58994 hartree